No. 1
{"formula": "C10H13BrNO3", "method": "wB97M-V/def2-TZVPD", "elements": ["C", "N", "C", "C", "C", "C", "O", "C", "Br", "C", "C", "C", "O", "O", "C", "H", "H", "H", "H", "H", "H", "H", "H", "H", "H", "H", "H", "H"], "coordinates": [[-2.400, -0.649, -1.646], [-1.559, -0.019, -1.006], [-1.224, -0.420, 0.374], [-1.452, -1.929, 0.683], [-0.732, -2.691, -0.042], [0.348, -2.215, -0.888], [0.291, -2.763, -2.111], [1.344, -1.379, -0.469], [2.797, -0.908, -1.671], [1.220, -0.823, 0.932], [0.145, 0.255, 0.818], [0.702, 1.467, -0.038], [0.127, 1.913, -1.012], [1.860, 1.856, 0.423], [2.484, 2.963, -0.375], [-2.905, -1.418, -1.093], [-2.579, -0.648, -2.681], [-0.923, 0.852, -1.299], [-2.013, 0.097, 1.076], [-2.321, -2.210, 1.222], [-0.908, -3.673, -0.042], [1.028, -2.222, -2.619], [2.074, -0.264, 1.374], [0.949, -1.663, 1.593], [0.152, 0.551, 1.859], [3.519, 2.797, -0.095], [1.858, 3.831, -0.046], [2.205, 2.748, -1.439]], "forces_ev_per_a": [[-1.460, -2.064, -0.250], [2.654, 1.858, 1.003], [-1.943, 2.385, 3.637], [-0.595, 4.158, -0.179], [2.109, 0.469, -0.819], [1.899, 0.544, -0.054], [2.066, 1.826, -1.799], [-0.343, -1.050, -0.012], [-0.936, -0.244, 0.679], [1.070, 0.448, -0.877], [0.141, -0.637, 0.199], [-0.383, -1.977, 1.545], [-0.093, 0.261, -0.367], [-0.550, 0.330, -0.824], [-2.146, -0.949, 0.000], [-0.368, -0.400, -0.055], [-0.179, 0.998, -1.287], [-0.814, -0.926, 0.009], [1.260, -0.524, -1.527], [-0.353, -0.277, 0.670], [-0.483, -3.997, -0.243], [-1.813, -1.866, 0.761], [-0.059, -1.033, -0.680], [-0.065, 0.697, -0.038], [-1.021, 0.835, 0.202], [0.021, 0.999, -0.272], [1.540, -0.184, -0.290], [0.842, 0.319, 0.868]], "nbo_charge": [0.12, -0.42, -0.11, -0.19, -0.18, 0.21, -0.65, -0.15, 0.08, -0.46, -0.32, 0.85, -0.63, -0.48, -0.27, 0.20, 0.23, 0.48, 0.25, 0.24, 0.23, 0.50, 0.27, 0.25, 0.26, 0.23, 0.22, 0.22], "e_homo_ev": -12.11, "smiles": "C=[NH+][C@H]1C=CC(O)=C(Br)C[C@H]1C(=O)OC", "homo_lumo_gap_ha": 0.29826, "total_charge": 1}



No. 2
{"formula": "C10H13BrNO3", "method": "wB97M-V/def2-TZVPD", "elements": ["C", "C", "C", "C", "C", "C", "C", "C", "C", "C", "N", "O", "O", "O", "Br", "H", "H", "H", "H", "H", "H", "H", "H", "H", "H", "H", "H", "H"], "coordinates": [[1.603, 2.001, -1.196], [0.331, 1.993, -0.861], [2.559, 1.090, -0.636], [-0.973, -1.479, 0.073], [1.023, -0.835, -1.383], [-0.088, 1.006, 0.152], [-0.300, -0.277, -0.736], [2.179, -0.385, -0.629], [1.381, 1.781, 2.010], [-2.639, -3.119, -0.312], [0.869, 0.702, 1.146], [3.615, 1.372, -0.110], [-0.485, -1.982, 1.037], [-2.007, -1.879, -0.608], [3.343, -1.472, 0.226], [1.886, 2.650, -2.035], [-0.209, 2.948, -0.891], [1.013, -1.876, -1.449], [1.017, -0.416, -2.374], [-1.050, 1.283, 0.623], [-1.135, 0.012, -1.579], [0.921, 2.831, 1.608], [1.214, 1.562, 3.010], [2.453, 2.138, 1.768], [-3.706, -2.937, -0.469], [-2.364, -3.177, 0.799], [-2.315, -4.089, -0.937], [0.569, 0.001, 1.846]], "forces_ev_per_a": [[-0.101, 1.326, -2.648], [0.350, 2.011, 2.288], [2.035, -1.677, 0.947], [1.392, 1.376, -1.706], [-0.753, 1.301, 0.624], [-2.113, -1.782, -0.945], [-3.507, 0.009, -0.129], [-0.077, 0.997, 1.191], [0.721, 4.251, -4.410], [0.347, -1.702, 1.859], [1.785, -0.489, 1.713], [-0.680, 0.609, -0.694], [0.264, -0.205, 0.999], [-0.370, 0.084, -1.988], [-0.169, -0.282, -0.246], [0.495, 0.150, 0.834], [-0.401, -0.748, -1.105], [-0.241, -1.700, -0.103], [0.434, 0.322, -0.537], [0.142, -0.116, -0.347], [2.367, -0.745, 1.915], [0.314, -2.427, 1.553], [-0.190, -0.066, 1.758], [-1.035, -1.476, 0.585], [0.270, -0.232, 0.137], [-0.994, -1.136, -1.486], [-0.229, 2.603, 1.292], [-0.056, -0.254, -1.351]], "nbo_charge": [-0.30, -0.13, 0.41, 0.80, -0.57, -0.13, -0.25, 0.17, -0.45, -0.29, -0.52, -0.45, -0.60, -0.50, 0.40, 0.27, 0.26, 0.26, 0.29, 0.24, 0.28, 0.22, 0.23, 0.25, 0.22, 0.22, 0.22, 0.44], "e_homo_ev": [-13.64, -13.64], "homo_lumo_gap_ha": [0.27808, 0.27811], "total_charge": 1}



For the records above, the corresponding energy relative to the best compared isomer or geometry (same formula, charge and spin) values read 2.87, 39.97 kcal per mole.